#1
This record from the Open Molecules 2025 dataset describes a molecular structure, C5H10NP. The level of theory is wB97M-V/def2-TZVPD.

Geometry as ORCA input:
```
! RIJCOSX wB97M-V def2-TZVPD def2/J DEFGRID3
* xyz 0 1
C -0.4104 -2.3700 -0.5494
C -0.1926 2.1586 -0.5901
C 0.2445 -1.5028 0.2152
C 0.1065 1.2030 0.2519
C 1.3451 1.3777 0.9917
N -0.7140 0.0941 0.5663
P -2.3521 0.0694 0.1208
H -0.0293 -3.4011 -0.5920
H -1.3536 -2.0713 -0.9828
H -1.1939 2.2602 -1.1574
H 0.3963 2.9554 -0.8860
H 1.3043 -1.5309 0.6441
H 2.1319 0.7041 0.6618
H 1.2437 0.9796 2.0033
H 1.5403 2.3520 0.8698
H -2.2054 -0.7048 -1.0456
H -2.5577 -0.9167 1.1823
*
```

## Properties
LUMO energy: 1.04 eV
E_HOMO: -8.37 eV
HOMO-LUMO gap: 9.409 eV


#2
This record from the Open Molecules 2025 dataset describes a single C5H10NP molecule. The level of theory is wB97M-V/def2-TZVPD.

Geometry as ORCA input:
```
! RIJCOSX wB97M-V def2-TZVPD def2/J DEFGRID3
* xyz 0 1
C -1.0806 -2.1142 1.3592
C -0.1543 -1.5648 0.3743
C -0.0037 -0.2727 0.0799
C 0.7716 0.2995 -1.0765
C 1.7090 1.3214 -0.7515
N 0.4818 1.7107 -1.4208
P -0.6754 2.6573 -0.5089
H -0.4752 -2.5403 2.0629
H -1.6783 -2.9365 0.8237
H -1.6463 -1.1510 1.7891
H 0.2486 -2.3744 -0.2079
H -0.4738 0.4054 0.6373
H 0.9337 -0.2662 -1.8882
H 1.7930 1.5741 0.2244
H 2.7395 1.4443 -1.1506
H -1.7577 1.8512 -0.6909
H -0.9887 3.3522 -1.6245
*
```

## Properties
LUMO energy: 1.09 eV
E_HOMO: -8.56 eV
HOMO-LUMO gap: 9.649 eV


Which one is most stable, and which one is least stable? #2 is the most stable of them, while #1 is the least stable.